{
  "formula": "C38H42ClMoN3O4PSe",
  "method": "wB97M-V/def2-TZVPD",
  "multiplicity": 3,
  "charge": 1,
  "relative_energy_ev": 0.000,
  "orbital_gap_ha": [0.2278, 0.2287],
  "homo_ev": [-10.181, -10.191],
  "elements": ["Mo", "Se", "Cl", "P", "O", "O", "O", "O", "N", "N", "N", "C", "C", "C", "C", "C", "C", "C", "C", "C", "C", "C", "C", "C", "C", "C", "C", "C", "C", "C", "C", "C", "C", "C", "C", "C", "C", "C", "C", "C", "C", "C", "C", "C", "C", "C", "C", "C", "C", "H", "H", "H", "H", "H", "H", "H", "H", "H", "H", "H", "H", "H", "H", "H", "H", "H", "H", "H", "H", "H", "H", "H", "H", "H", "H", "H", "H", "H", "H", "H", "H", "H", "H", "H", "H", "H", "H", "H", "H", "H", "H"],
  "positions_angstrom": [[-0.623, -0.303, 1.243], [-2.852, -0.115, 2.370], [4.945, 1.300, 5.927], [-0.838, -2.859, 1.184], [-0.797, -0.066, -0.658], [0.067, -0.200, 3.084], [5.207, 2.598, -5.164], [1.521, -0.224, 0.858], [-0.034, 5.114, -2.597], [0.818, 5.516, -3.399], [-0.439, 1.910, 1.027], [0.389, -3.818, 0.190], [1.164, 0.149, 3.708], [-1.422, -4.732, 3.315], [-0.189, 3.541, -0.750], [0.247, -3.428, -1.287], [3.517, 0.860, 5.057], [3.559, 0.653, 3.708], [2.274, 4.797, -5.153], [1.928, 4.712, -3.815], [-0.566, 1.158, -1.200], [-2.615, -4.859, 0.156], [2.383, 0.299, 3.014], [-0.336, 2.870, 1.920], [-0.101, 3.754, -2.151], [0.621, -3.319, 3.560], [2.728, 3.970, -2.943], [3.351, 4.080, -5.657], [-0.268, 2.704, -3.013], [-4.149, 0.915, -0.014], [4.127, 3.317, -4.791], [-0.079, 4.550, 0.230], [-6.258, 0.114, -0.851], [1.842, -3.628, 0.627], [2.462, 0.069, 1.610], [-6.337, -0.780, 0.207], [5.551, 2.583, -6.543], [-3.015, -2.525, -0.621], [-0.388, 2.229, -0.297], [3.821, 3.288, -3.427], [-5.165, 0.963, -0.956], [2.305, 0.713, 5.750], [-0.159, 4.214, 1.556], [-0.503, 1.395, -2.542], [-5.317, -0.842, 1.148], [-2.501, -3.381, 0.546], [-4.218, -0.001, 1.031], [1.149, 0.361, 5.096], [-0.789, -3.388, 2.961], [-7.193, -1.436, 0.302], [-0.093, 4.965, 2.330], [2.124, -2.575, 0.599], [-0.681, -3.782, -1.727], [-2.671, -2.922, -1.575], [1.682, 5.427, -5.805], [0.551, -3.149, 4.635], [-3.142, -3.184, 1.412], [6.402, 1.916, -6.632], [3.454, 0.150, 1.149], [0.053, 5.579, -0.079], [2.489, -4.157, -0.075], [-0.647, 0.579, -3.238], [-3.305, 1.588, -0.094], [5.834, 3.579, -6.888], [0.291, -2.344, -1.416], [-5.106, 1.674, -1.771], [-2.487, -4.764, 3.099], [-1.302, -4.902, 4.387], [-1.394, -2.603, 3.423], [-2.020, -5.077, -0.732], [-0.931, -5.560, 2.799], [2.513, 3.950, -1.884], [-2.706, -1.486, -0.566], [1.145, -4.264, 3.415], [2.045, -4.019, 1.619], [-3.655, -5.071, -0.099], [1.236, -2.527, 3.135], [3.587, 4.147, -6.708], [-0.220, 2.880, -4.079], [0.118, -4.870, 0.315], [0.217, 0.241, 5.631], [1.069, -3.866, -1.855], [-4.105, -2.542, -0.632], [4.492, 0.758, 3.167], [-7.052, 0.158, -1.585], [4.727, 2.204, -7.150], [-5.377, -1.545, 1.970], [-0.406, 2.574, 2.960], [4.469, 2.724, -2.768], [2.292, 0.879, 6.820], [-2.319, -5.550, 0.937]],
  "atomic_forces_ev_per_a": [[-0.150, 0.273, -0.334], [0.031, -0.028, 0.104], [-0.005, 0.000, 0.000], [-0.024, 0.023, -0.001], [0.148, -0.057, 0.194], [0.073, -0.115, 0.176], [-0.004, -0.037, -0.032], [-0.202, -0.066, -0.118], [0.069, 0.006, -0.122], [-0.034, 0.009, 0.157], [-0.028, -0.081, -0.029], [0.009, 0.039, 0.008], [-0.014, -0.026, -0.037], [0.016, -0.031, -0.060], [-0.009, -0.040, 0.036], [0.019, 0.029, 0.021], [0.020, 0.010, 0.009], [0.020, -0.003, -0.028], [-0.007, -0.003, -0.021], [-0.033, -0.059, -0.034], [0.033, -0.087, 0.048], [-0.030, 0.047, -0.007], [0.018, 0.021, -0.002], [0.009, 0.004, 0.012], [0.055, 0.069, -0.017], [-0.032, 0.028, 0.078], [-0.011, 0.013, -0.024], [-0.012, 0.016, 0.000], [0.002, -0.028, -0.036], [0.040, -0.030, 0.005], [0.017, 0.013, -0.013], [0.002, 0.014, 0.005], [0.002, -0.001, 0.008], [0.042, -0.037, 0.009], [0.137, 0.038, 0.070], [0.012, 0.005, 0.033], [0.006, 0.022, 0.032], [0.032, -0.040, -0.017], [0.011, 0.034, 0.016], [-0.010, 0.002, 0.023], [-0.008, 0.000, -0.008], [-0.023, -0.004, 0.028], [-0.001, 0.014, 0.020], [-0.082, 0.004, -0.081], [-0.061, 0.034, -0.035], [-0.004, 0.011, -0.068], [-0.006, 0.013, -0.043], [0.000, 0.006, 0.023], [0.016, -0.026, 0.003], [-0.001, 0.002, 0.001], [0.001, -0.005, -0.008], [0.002, -0.010, -0.012], [-0.050, 0.024, -0.015], [0.064, -0.005, -0.022], [0.010, -0.008, -0.003], [-0.013, -0.001, -0.007], [-0.005, 0.003, 0.012], [0.008, 0.000, 0.006], [-0.001, 0.000, 0.004], [-0.001, -0.003, 0.003], [-0.006, -0.002, -0.004], [0.010, 0.002, 0.007], [0.025, 0.015, 0.009], [-0.005, 0.008, 0.000], [0.021, -0.004, 0.006], [0.002, -0.007, 0.006], [-0.046, -0.018, -0.057], [-0.004, -0.002, -0.015], [-0.001, 0.017, 0.023], [-0.025, 0.005, 0.034], [-0.010, 0.013, 0.011], [-0.025, 0.004, 0.033], [-0.040, 0.015, -0.002], [-0.023, 0.011, 0.022], [0.018, 0.020, -0.101], [0.013, -0.002, 0.017], [0.004, 0.060, 0.016], [-0.005, 0.000, 0.002], [-0.001, 0.004, 0.002], [0.010, -0.017, -0.022], [-0.001, -0.002, -0.003], [-0.011, -0.015, 0.001], [0.032, -0.038, -0.024], [-0.015, -0.003, -0.001], [0.008, -0.003, 0.006], [-0.009, -0.011, -0.004], [0.003, 0.003, 0.004], [-0.003, -0.003, 0.009], [-0.011, 0.009, -0.001], [-0.001, -0.003, -0.009], [0.034, -0.046, 0.125]]
}